Density functional theory data (ωB97M-V/def2-TZVPD) for a cluster of 19 separate species, C69H204N36O31P10 in total.

Computed properties:
LUMO level: -0.560 eV
HOMO-LUMO gap: 7.3 eV
HOMO energy: -7.902 eV
multiplicity: 1
energy: -10468.01381 a.u.

Positions of all 350 atoms, in Å:
O1 -10.26 -2.42 -1.34
P1 -9.77 -1.06 -1.41
N1 -8.11 -1.01 -1.86
C1 -7.82 -1.57 -3.19
C2 -7.16 -1.46 -0.89
N2 -9.90 -0.10 0.05
C3 -9.31 1.26 0.25
C4 -10.94 -0.41 1.02
N3 -10.59 -0.09 -2.51
C5 -9.92 1.03 -3.16
C6 -12.03 -0.20 -2.75
H1 -8.15 -2.60 -3.30
H2 -6.76 -1.41 -3.41
H3 -8.48 -1.07 -3.91
H4 -7.06 -2.54 -0.92
H5 -7.47 -1.24 0.13
H6 -6.21 -0.96 -1.08
H7 -8.52 1.43 -0.48
H8 -10.13 1.95 0.06
H9 -8.97 1.41 1.27
H10 -11.86 -0.07 0.54
H11 -11.04 -1.48 1.21
H12 -10.79 -0.01 2.03
H13 -8.85 0.94 -3.00
H14 -10.09 0.91 -4.23
H15 -10.20 2.05 -2.91
H16 -12.46 0.76 -3.05
H17 -12.70 -0.65 -2.02
H18 -12.13 -0.88 -3.60
O2 0.21 0.67 -6.01
P2 1.63 0.55 -6.34
N4 2.33 -1.01 -6.11
C7 3.76 -1.19 -5.84
C8 1.48 -2.10 -5.94
N5 2.57 1.64 -5.39
C9 2.49 3.09 -5.74
C10 2.46 1.42 -3.96
N6 2.10 0.86 -8.00
C11 1.07 0.82 -9.02
C12 3.45 1.08 -8.46
H19 3.99 -2.08 -5.25
H20 4.11 -0.38 -5.20
H21 4.22 -1.27 -6.83
H22 1.26 -2.37 -4.91
H23 1.86 -2.97 -6.47
H24 0.53 -1.92 -6.46
H25 3.20 3.60 -5.09
H26 2.68 3.29 -6.80
H27 1.45 3.39 -5.58
H28 2.66 0.37 -3.76
H29 3.23 1.88 -3.33
H30 1.48 1.84 -3.74
H31 1.29 -0.09 -9.58
H32 0.06 0.64 -8.66
H33 0.98 1.70 -9.66
H34 3.60 0.39 -9.29
H35 4.22 1.00 -7.70
H36 3.47 2.07 -8.92
O3 0.65 1.39 -0.31
P3 0.36 -0.02 -0.60
N7 -0.94 -0.28 -1.77
C13 -2.34 0.16 -1.40
C14 -0.56 -0.13 -3.20
N8 -0.10 -0.88 0.84
C15 -0.82 -2.17 0.73
C16 0.28 -0.46 2.18
N9 1.74 -0.94 -1.23
C17 1.47 -2.36 -1.58
C18 3.15 -0.46 -1.15
H37 -2.39 1.23 -1.19
H38 -2.71 -0.38 -0.53
H39 -3.06 0.01 -2.21
H40 -0.35 0.90 -3.52
H41 -1.40 -0.58 -3.73
H42 0.24 -0.80 -3.50
H43 -0.10 -2.98 0.83
H44 -1.57 -2.25 1.52
H45 -1.28 -2.26 -0.26
H46 0.07 -1.28 2.86
H47 1.37 -0.37 2.21
H48 -0.28 0.40 2.54
H49 0.48 -2.51 -2.03
H50 2.20 -2.79 -2.26
H51 1.63 -2.99 -0.70
H52 3.28 -0.18 -0.11
H53 3.27 0.46 -1.72
H54 3.94 -1.13 -1.46
O4 3.07 0.02 8.44
P4 4.32 -0.61 7.95
N10 5.75 0.33 8.12
C19 5.95 1.45 7.20
C20 6.22 0.53 9.44
N11 4.33 -1.05 6.28
C21 3.16 -1.07 5.39
C22 5.53 -1.72 5.64
N12 4.54 -2.23 8.52
C23 5.89 -2.83 8.59
C24 3.47 -2.93 9.21
H55 6.91 1.96 7.33
H56 5.22 2.19 7.53
H57 5.85 1.33 6.12
H58 7.23 0.93 9.52
H59 6.23 -0.47 9.87
H60 5.59 1.25 9.98
H61 2.78 -2.10 5.41
H62 2.45 -0.37 5.81
H63 3.32 -0.76 4.35
H64 5.85 -2.67 6.05
H65 5.26 -2.05 4.64
H66 6.42 -1.10 5.52
H67 5.84 -3.85 8.22
H68 6.73 -2.26 8.18
H69 6.09 -2.89 9.66
H70 3.31 -3.88 8.70
H71 2.57 -2.31 9.20
H72 3.67 -3.07 10.27
O5 -2.85 -3.27 5.01
P5 -1.98 -2.83 6.17
N13 -0.45 -3.57 6.23
C25 0.13 -4.29 5.09
C26 0.46 -3.60 7.40
N14 -2.72 -3.09 7.71
C27 -3.81 -2.17 8.09
C28 -2.81 -4.37 8.38
N15 -1.60 -1.11 6.20
C29 -2.19 -0.17 5.24
C30 -0.78 -0.48 7.23
H73 -0.47 -4.20 4.18
H74 0.20 -5.35 5.34
H75 1.11 -3.88 4.87
H76 -0.03 -3.55 8.37
H77 1.08 -2.71 7.37
H78 1.25 -4.34 7.26
H79 -4.46 -2.63 8.83
H80 -3.52 -1.20 8.48
H81 -4.50 -2.04 7.25
H82 -3.83 -4.77 8.38
H83 -2.11 -5.07 7.92
H84 -2.58 -4.25 9.44
H85 -1.82 0.83 5.44
H86 -1.94 -0.48 4.22
H87 -3.27 -0.25 5.39
H88 -0.99 -0.64 8.29
H89 -0.89 0.61 7.15
H90 0.27 -0.70 7.08
O6 3.26 7.93 -5.21
P6 2.90 7.87 -3.75
N16 1.98 6.47 -3.52
C31 0.77 6.29 -4.35
C32 1.76 5.93 -2.14
N17 1.93 9.17 -3.18
C33 1.55 9.31 -1.75
C34 1.52 10.23 -4.16
N18 4.28 7.73 -2.70
C35 5.19 6.68 -3.09
C36 5.04 8.92 -2.20
H91 0.35 5.29 -4.38
H92 0.89 6.60 -5.39
H93 -0.01 6.96 -3.97
H94 2.67 5.75 -1.58
H95 1.20 4.99 -2.14
H96 1.19 6.63 -1.53
H97 1.70 10.33 -1.39
H98 0.52 8.99 -1.63
H99 2.20 8.69 -1.12
H100 1.44 9.77 -5.15
H101 0.49 10.55 -3.97
H102 2.20 11.08 -4.15
H103 4.73 5.69 -3.14
H104 5.75 6.91 -3.99
H105 6.07 6.50 -2.46
H106 4.37 9.77 -2.04
H107 5.89 9.11 -2.85
H108 5.52 8.71 -1.25
O7 -4.45 1.95 -4.06
P7 -5.12 3.18 -3.65
N19 -6.29 3.77 -4.74
C37 -7.70 3.27 -4.82
C38 -5.74 4.27 -5.98
N20 -4.01 4.45 -3.37
C39 -2.61 4.00 -3.00
C40 -4.24 5.91 -3.36
N21 -5.97 3.09 -2.14
C41 -5.55 2.08 -1.13
C42 -6.64 4.30 -1.58
H109 -8.44 3.89 -5.32
H110 -8.09 3.15 -3.81
H111 -7.56 2.28 -5.26
H112 -4.75 4.69 -5.82
H113 -6.48 4.94 -6.42
H114 -5.61 3.49 -6.73
H115 -1.97 4.88 -2.85
H116 -2.63 3.41 -2.09
H117 -2.20 3.35 -3.77
H118 -3.61 6.52 -4.01
H119 -5.28 6.18 -3.54
H120 -4.08 6.21 -2.32
H121 -5.15 1.22 -1.66
H122 -4.67 2.37 -0.56
H123 -6.39 1.65 -0.59
H124 -7.00 4.91 -2.41
H125 -5.92 4.90 -1.02
H126 -7.37 4.02 -0.82
O8 -3.87 2.81 5.04
P8 -4.14 3.49 3.73
N22 -2.66 3.91 2.88
C43 -2.66 4.59 1.57
C44 -1.40 3.26 3.15
N23 -4.94 4.99 3.92
C45 -5.50 5.76 2.89
C46 -4.67 5.65 5.19
N24 -5.02 2.63 2.52
C47 -4.20 1.51 2.02
C48 -6.42 2.30 2.70
H127 -2.93 4.01 0.69
H128 -1.76 5.18 1.43
H129 -3.42 5.37 1.50
H130 -1.00 3.51 4.13
H131 -0.61 3.57 2.47
H132 -1.61 2.23 3.42
H133 -5.79 5.22 1.99
H134 -6.52 6.06 3.14
H135 -4.98 6.68 2.61
H136 -5.60 6.13 5.48
H137 -4.35 5.03 6.02
H138 -3.92 6.42 5.04
H139 -4.74 0.92 1.29
H140 -3.43 2.05 1.47
H141 -3.69 0.87 2.74
H142 -6.81 1.95 1.74
H143 -6.91 3.21 3.06
H144 -6.59 1.43 3.33
O9 7.04 -6.09 -3.32
P9 6.14 -4.93 -3.20
N25 6.80 -3.34 -3.05
C49 8.26 -3.08 -2.98
C50 5.99 -2.10 -3.22
N26 5.01 -5.07 -1.86
C51 5.34 -4.48 -0.57
C52 4.33 -6.37 -1.68
N27 5.17 -4.78 -4.61
C53 5.74 -4.26 -5.90
C54 3.84 -5.23 -4.75
H145 8.53 -2.15 -3.49
H146 8.77 -3.88 -3.51
H147 8.57 -2.98 -1.94
H148 4.91 -2.22 -3.06
H149 6.04 -1.77 -4.25
H150 6.40 -1.35 -2.54
H151 6.31 -4.86 -0.23
H152 5.36 -3.39 -0.60
H153 4.52 -4.67 0.12
H154 3.33 -6.26 -1.27
H155 4.40 -7.00 -2.56
H156 4.95 -6.86 -0.93
H157 5.95 -5.09 -6.58
H158 5.16 -3.55 -6.49
H159 6.65 -3.73 -5.61
H160 3.16 -4.73 -4.06
H161 3.85 -6.31 -4.65
H162 3.61 -4.89 -5.76
C55 7.00 1.97 -1.82
N28 6.82 2.80 -3.08
O10 7.52 3.78 -3.25
O11 5.89 2.52 -3.90
H163 7.36 2.66 -1.06
H164 7.84 1.31 -2.03
H165 6.03 1.56 -1.54
C56 -5.12 -4.34 2.68
N29 -5.09 -2.91 2.32
O12 -5.90 -2.12 2.85
O13 -4.28 -2.62 1.39
H166 -4.06 -4.44 2.89
H167 -5.40 -4.94 1.81
H168 -5.75 -4.40 3.56
C57 -2.97 0.93 -6.26
N30 -2.50 0.32 -7.50
O14 -2.44 1.10 -8.47
O15 -2.47 -0.86 -7.51
H169 -3.98 0.59 -6.05
H170 -3.18 2.00 -6.38
H171 -2.28 0.74 -5.44
C58 2.78 3.01 1.11
N31 3.90 2.75 0.22
O16 4.90 2.10 0.69
O17 3.85 3.20 -0.93
H172 3.22 3.48 1.99
H173 2.50 1.98 1.33
H174 2.03 3.61 0.58
C59 2.80 2.51 6.01
N32 1.49 2.86 5.39
O18 0.48 2.57 6.01
O19 1.46 3.31 4.25
H175 2.99 3.25 6.80
H176 3.57 2.68 5.25
H177 2.84 1.46 6.30
C60 7.51 -1.81 1.93
N33 7.15 -1.03 0.69
O20 8.09 -0.60 0.03
O21 5.96 -0.88 0.37
H178 6.62 -2.11 2.47
H179 8.15 -1.14 2.51
H180 8.20 -2.64 1.74
C61 6.95 3.12 2.95
N34 6.55 1.73 3.54
O22 5.37 1.42 3.66
O23 7.47 0.98 3.78
H181 6.11 3.79 3.15
H182 7.12 3.03 1.88
H183 7.90 3.52 3.31
C62 -3.89 -3.01 -3.37
N35 -2.87 -3.75 -2.54
O24 -2.03 -4.43 -3.09
O25 -2.96 -3.70 -1.33
H184 -3.41 -2.18 -3.89
H185 -4.66 -2.64 -2.70
H186 -4.24 -3.75 -4.09
C63 0.09 -5.70 -4.92
N36 0.59 -6.57 -3.85
O26 1.00 -5.93 -2.90
O27 0.45 -7.81 -3.87
H187 0.56 -4.71 -4.89
H188 -0.95 -5.75 -4.62
H189 0.42 -6.16 -5.85
C64 -2.07 -6.10 0.46
C65 -1.73 -7.15 1.58
O28 -0.51 -7.84 1.25
P10 0.80 -7.51 2.19
O29 0.82 -8.16 3.54
O30 1.91 -8.11 1.17
C66 3.18 -8.51 1.70
C67 3.32 -10.04 1.85
O31 1.01 -5.89 2.13
C68 2.21 -5.37 1.73
C69 2.29 -3.92 2.31
H190 -2.96 -5.51 0.70
H191 -1.31 -5.33 0.49
H192 -2.20 -6.52 -0.53
H193 -1.68 -6.69 2.56
H194 -2.58 -7.83 1.57
H195 3.90 -7.99 1.06
H196 3.41 -8.10 2.68
H197 2.45 -10.57 2.24
H198 3.57 -10.48 0.89
H199 4.14 -10.35 2.50
H200 3.13 -5.88 2.02
H201 2.17 -5.52 0.65
H202 1.32 -3.42 2.31
H203 2.61 -4.05 3.34
H204 3.02 -3.31 1.77